No. 1
C4H3ClN2O in the gas phase. Source: the OMol25 dataset; level of theory: ωB97M-V/def2-TZVPD.

XYZ file:
```
11
Properties=species:S:1:pos:R:3:mulliken_charge:R:1
H -3.41820 -0.87884 -0.01850 0.293
N -2.55086 -1.37940 -0.02726 -0.709
C -1.60217 -0.53062 -0.02346 0.541
C -0.21976 -0.94763 0.05729 -0.288
C 0.77348 -0.04266 0.01473 0.328
Cl 2.45422 -0.42894 -0.01199 -0.153
O 0.50941 1.28649 -0.01742 -0.352
C -0.80104 1.64942 0.01735 0.100
N -1.79139 0.86404 0.00833 -0.512
H -0.01241 -2.02728 0.08923 0.370
H -0.87378 2.74265 0.00947 0.384
```

## Properties
* SMILES string: [H]/N=c1/cc(Cl)ocn1
* E_HOMO: -9.32 eV
* F_max: 1.6 eV/Å
* calculated total energy: -21745.6975 eV
* relative energy (zero: lowest compared OMol25 entry of this formula, charge and spin): 23.5 kcal/mol
* E_LUMO: 0.654 eV

***

No. 2
A molecular structure, C5H14B3FO4SiTm. Source: the OMol25 dataset; level of theory: ωB97M-V/def2-TZVPD.

XYZ file:
```
29
Properties=species:S:1:pos:R:3:mulliken_spin:R:1
C -1.83683 0.93948 -0.24340 0.009
Si -1.28661 -0.92825 0.05884 0.001
C -1.69952 -1.81435 -1.60789 -0.001
C -2.30906 -1.72778 1.48098 0.016
O 0.45228 -1.10520 0.26163 0.447
C 0.93251 -0.70860 1.54698 0.069
C 1.47364 0.81946 1.61709 0.249
B 2.53062 1.05269 0.40440 0.011
O 2.68866 2.38930 -0.13679 0.058
B 2.19511 2.24711 -1.49940 0.003
O 2.79628 1.26443 -2.36293 0.030
B 2.98511 0.04834 -1.63511 0.000
F 2.80470 -1.18136 -2.30865 0.000
O 3.30650 0.01539 -0.21991 0.029
H -2.98416 1.08183 -0.05376 -0.003
H -1.66434 1.12805 -1.36963 -0.002
H -1.18702 1.70106 0.34151 -0.003
H -2.80100 -2.05394 -1.71511 0.000
H -1.00371 -2.69878 -1.74893 0.000
H -1.42963 -1.06078 -2.43007 -0.001
H -2.15539 -1.10636 2.43706 0.004
H -1.81652 -2.74450 1.67486 0.000
H -3.41035 -1.83291 1.23782 -0.002
H 0.19531 -0.85640 2.40214 0.050
H 1.84775 -1.37330 1.76331 0.024
H 0.64593 1.60549 1.66337 0.002
H 2.05487 0.92627 2.60491 0.000
H 1.30589 2.95964 -1.82454 0.001
Tm -2.63101 3.01399 -0.33881 1.008
```

## Properties
* charge: +3
* E_HOMO (alpha / beta): -20.93 / -20.74 eV
* <S²>: 2.01
* F_max: 5.1 eV/Å
* spin multiplicity: 3
* calculated total energy: -55728.2052 eV
* E_LUMO (alpha / beta): -13.279 / -15.743 eV

***

No. 3
C20H23N3O3 in the gas phase. Source: the OMol25 dataset; level of theory: ωB97M-V/def2-TZVPD.

XYZ file:
```
49
Properties=species:S:1:pos:R:3:mulliken_charge:R:1
C -6.49407 1.63471 0.00527 -0.601
O -5.41257 1.50509 -0.95241 -0.509
C -4.35946 0.75654 -0.56516 0.461
C -3.12081 1.29093 -0.82097 -0.801
C -1.92175 0.72471 -0.27265 0.296
N -0.71279 1.42912 -0.58635 -0.426
C -2.03843 -0.55237 0.41351 0.480
C -0.85653 -1.28510 0.80161 0.495
N 0.24003 -1.13767 0.09266 -0.722
N 1.17968 -1.98352 0.72999 0.341
C 2.56631 -1.85174 0.56770 0.345
O 3.28303 -2.62277 1.22942 -0.645
C 3.11471 -0.59972 -0.11749 0.041
C 4.60763 -0.44967 0.16317 -0.944
C 5.21306 0.82862 -0.39151 0.535
C 5.60126 0.85671 -1.74805 -0.403
C 5.87812 2.15618 -2.24622 -0.433
C 5.90026 3.32439 -1.45963 -0.531
C 5.25710 3.30448 -0.19790 -0.564
C 4.95863 2.05037 0.34467 -0.522
C 0.69970 -2.78143 1.87054 -0.475
C -0.78715 -2.49590 1.76315 -0.717
C -3.33355 -1.05865 0.70255 -0.931
C -4.49769 -0.40853 0.17338 0.493
O -5.64017 -1.08334 0.41702 -0.464
C -6.05491 -2.03536 -0.58226 -0.875
H -7.30347 0.87035 -0.12983 0.201
H -7.00593 2.64187 -0.06464 0.258
H -5.98864 1.64377 1.01289 0.298
H -3.04690 2.26658 -1.30936 0.263
H -0.79328 2.40919 -0.82505 0.297
H 0.15380 1.30805 -0.06405 0.134
H 3.00817 -0.71278 -1.20032 0.260
H 2.43449 0.24832 0.10961 0.008
H 4.87243 -0.45225 1.25445 0.350
H 5.00113 -1.34070 -0.30081 0.443
H 5.69635 -0.12603 -2.27350 0.350
H 6.29362 2.08295 -3.25019 0.303
H 6.28088 4.28866 -1.86126 0.325
H 5.03673 4.12696 0.36200 0.483
H 4.41122 1.95362 1.22136 0.471
H 1.05132 -3.91079 1.95433 0.240
H 1.06905 -2.31728 2.79686 0.230
H -1.35000 -3.39154 1.34926 0.326
H -1.25625 -2.36618 2.74499 0.370
H -3.52040 -1.95735 1.23341 0.508
H -5.66465 -1.67753 -1.44473 0.446
H -7.13938 -2.13623 -0.37204 0.251
H -5.50988 -2.96772 -0.27746 0.260
```

## Properties
* SMILES string: COc1cc(N)c(C2=NN(C(=O)CCc3ccccc3)CC2)cc1OC
* E_HOMO: -7.63 eV
* F_max: 4.7 eV/Å
* calculated total energy: -31722.5954 eV
* relative energy (zero: lowest compared OMol25 entry of this formula, charge and spin): 128.2 kcal/mol
* E_LUMO: 0.408 eV

***

No. 4
A molecular structure, C11H20OSi. Source: the OMol25 dataset; level of theory: ωB97M-V/def2-TZVPD.

XYZ file:
```
33
Properties=species:S:1:pos:R:3:mulliken_charge:R:1
C 1.66662 0.21058 -0.28590 0.722
C 1.35152 1.34207 0.66663 0.443
C 0.62000 0.01437 -1.05762 -0.170
C 0.04234 1.68058 0.44877 0.236
C -0.60440 0.84350 -0.57956 0.075
C 2.98854 -0.44043 -0.61909 -1.273
C 2.52072 1.76851 1.49135 -1.327
C 0.26176 -1.01316 -2.07641 -1.706
C -0.57842 2.77807 1.26600 -1.470
C -0.90073 -2.09427 0.97767 -0.791
C -3.02386 -1.76547 -1.28671 -1.085
O -3.32089 -0.31954 1.09161 -0.586
Si -2.08499 -0.89904 0.16534 0.613
H -0.99520 1.40075 -1.44065 0.431
H 2.88222 -0.75483 -1.70263 0.332
H 3.13792 -1.25272 0.18840 0.222
H 3.80206 0.34740 -0.57606 0.289
H 2.25762 2.72675 1.99841 0.321
H 3.40682 1.90592 0.95663 0.387
H 2.75292 1.00965 2.29133 0.236
H 1.00008 -0.86625 -2.89956 0.532
H -0.79111 -0.84305 -2.39450 0.220
H 0.59383 -2.05097 -1.79868 0.351
H -1.54077 3.15751 0.82524 0.331
H 0.19554 3.59055 1.41747 0.379
H -0.90098 2.29197 2.24296 0.227
H -0.33198 -1.57062 1.82097 0.246
H -1.33834 -3.02794 1.38644 0.386
H -0.18229 -2.27326 0.16925 0.172
H -3.82640 -2.46801 -0.76545 0.278
H -3.58024 -1.04459 -1.90481 0.331
H -2.43745 -2.49912 -1.90498 0.353
H -3.04245 0.11511 1.88816 0.295
```

## Properties
* E_HOMO: -7.42 eV
* F_max: 4.2 eV/Å
* calculated total energy: -21655.8015 eV
* relative energy (zero: lowest compared OMol25 entry of this formula, charge and spin): 17.9 kcal/mol
* E_LUMO: 0.571 eV

***

No. 5
2 unconnected molecules or ions with the total composition C4H9N2O. Source: the OMol25 dataset; level of theory: ωB97M-V/def2-TZVPD.

XYZ file:
```
16
Properties=species:S:1:pos:R:3:mulliken_charge:R:1
C 1.54405 -0.55032 -1.14483 -1.232
C 0.16391 -0.43846 -0.61211 0.545
C -0.92488 0.24247 -1.05257 -0.498
N -1.94160 0.00547 -0.15334 -0.003
C -1.51276 -0.79331 0.80883 -0.187
N -0.24672 -1.08069 0.53631 0.053
H 2.26581 -0.67989 -0.33955 0.370
H 1.81692 0.35087 -1.69003 0.324
H 1.63533 -1.39970 -1.81972 0.336
H -1.05042 0.88901 -1.90237 0.429
H -2.87598 0.37675 -0.23480 0.212
H -2.08639 -1.14898 1.64802 0.411
H 0.35322 -1.63614 1.12922 0.212
H 0.99334 1.85402 2.38728 0.291
H 1.06452 2.39587 0.97131 0.311
O 0.80165 1.61304 1.46836 -0.575
```

## Properties
* charge: +1
* E_HOMO: -13.95 eV
* F_max: 0.3 eV/Å
* calculated total energy: -9315.9821 eV
* relative energy (zero: lowest compared OMol25 entry of this formula, charge and spin): 0.8 kcal/mol
* E_LUMO: -2.843 eV

***

No. 6
2 unconnected molecules or ions with the total composition C4H8O2. Source: the OMol25 dataset; level of theory: ωB97M-V/def2-TZVPD.

XYZ file:
```
14
Properties=species:S:1:pos:R:3:mulliken_charge:R:1
C -1.63179 0.32446 1.69394 -0.687
C -2.28234 0.34626 0.43488 0.195
C -1.85134 -0.45527 -0.78460 -1.179
H -1.80654 0.96822 2.46476 0.310
H -0.77439 -0.44580 1.83027 0.151
H -2.97590 1.19313 0.22787 0.244
H -1.47731 -1.47215 -0.71574 0.400
H -2.60441 -0.33040 -1.56338 0.340
H -1.09266 0.13100 -1.21133 0.292
O 2.36022 -1.10620 -0.44347 -0.486
C 1.51012 -0.26043 -0.25724 0.569
O 1.84009 1.06731 -0.32194 -0.433
H 0.46148 -0.58331 -0.18370 -0.065
H 2.19932 1.12035 -1.24738 0.348
```

## Properties
* SMILES string: C=CC.O=CO
* E_HOMO: -9.54 eV
* F_max: 6.7 eV/Å
* calculated total energy: -8370.6238 eV
* relative energy (zero: lowest compared OMol25 entry of this formula, charge and spin): 61.3 kcal/mol
* E_LUMO: 0.669 eV

***

No. 7
2 unconnected molecules or ions with the total composition C4H11N2O. Source: the OMol25 dataset; level of theory: ωB97M-V/def2-TZVPD.

XYZ file:
```
18
Properties=species:S:1:pos:R:3:mulliken_charge:R:1
N 2.44202 -1.12281 -0.03677 -0.761
C 1.40873 -0.68973 -1.00236 -0.095
C -0.97262 -1.25264 -0.69264 -0.555
C 0.23770 -1.61857 -1.00799 -0.339
H 3.34628 -0.61405 -0.09838 0.204
H 2.04272 -0.97958 0.88204 0.291
H 1.82883 -0.67885 -2.06149 0.269
H 1.09511 0.33779 -0.67618 0.248
H -1.81571 -1.98495 -0.68449 0.239
H -1.14869 -0.17274 -0.55630 0.294
H 0.44509 -2.64117 -1.31848 0.325
N -1.88677 1.92583 0.38548 -0.606
C -0.94352 1.23232 1.36044 -0.565
O 0.27584 1.15340 0.81488 -0.846
H -2.59645 2.45820 0.91195 0.243
H -1.32989 2.57506 -0.19031 0.193
H -0.96051 1.81868 2.32606 0.255
H -1.46816 0.25379 1.64454 0.204
```

## Properties
* charge: -1
* E_HOMO: -2.78 eV
* F_max: 2.0 eV/Å
* calculated total energy: -9352.7750 eV
* relative energy (zero: lowest compared OMol25 entry of this formula, charge and spin): 39.6 kcal/mol
* E_LUMO: 4.441 eV

***

No. 8
2 unconnected molecules or ions with the total composition C6H10O. Source: the OMol25 dataset; level of theory: ωB97M-V/def2-TZVPD.

XYZ file:
```
17
Properties=species:S:1:pos:R:3:mulliken_charge:R:1
C 2.15103 0.17881 0.35560 -1.374
C 0.66452 -0.03171 0.31690 0.945
C -0.28044 0.88439 0.01712 -0.019
O -0.13695 2.17205 -0.38351 -0.567
C -1.65818 0.32477 0.21447 -0.473
C -1.36917 -1.12113 0.51671 -0.808
C -0.03907 -1.28665 0.61060 -0.510
H 2.40065 1.16584 0.76854 0.369
H 2.62283 0.10050 -0.63358 0.286
H 2.63097 -0.56181 1.00382 0.365
H 0.80317 2.34499 -0.53182 0.312
H -2.32727 0.49593 -0.63575 0.378
H -2.11767 0.80340 1.09176 0.313
H -2.13499 -1.87347 0.66249 0.364
H 0.47095 -2.21325 0.85783 0.416
H -0.98070 -0.99727 -1.95802 -0.031
H -0.69964 -0.38539 -2.27316 0.034
```

## Properties
* SMILES string: CC1=C(O)CC=C1.[H][H]
* E_HOMO: -7.76 eV
* F_max: 0.4 eV/Å
* calculated total energy: -8429.8498 eV
* relative energy (zero: lowest compared OMol25 entry of this formula, charge and spin): 32.1 kcal/mol
* E_LUMO: 0.796 eV

***

What did the sixth record say?
2 unconnected molecules or ions with the total composition C4H8O2. Source: the OMol25 dataset; level of theory: ωB97M-V/def2-TZVPD.

XYZ file:
```
14
Properties=species:S:1:pos:R:3:mulliken_charge:R:1
C -1.63179 0.32446 1.69394 -0.687
C -2.28234 0.34626 0.43488 0.195
C -1.85134 -0.45527 -0.78460 -1.179
H -1.80654 0.96822 2.46476 0.310
H -0.77439 -0.44580 1.83027 0.151
H -2.97590 1.19313 0.22787 0.244
H -1.47731 -1.47215 -0.71574 0.400
H -2.60441 -0.33040 -1.56338 0.340
H -1.09266 0.13100 -1.21133 0.292
O 2.36022 -1.10620 -0.44347 -0.486
C 1.51012 -0.26043 -0.25724 0.569
O 1.84009 1.06731 -0.32194 -0.433
H 0.46148 -0.58331 -0.18370 -0.065
H 2.19932 1.12035 -1.24738 0.348
```

## Properties
* SMILES string: C=CC.O=CO
* E_HOMO: -9.54 eV
* F_max: 6.7 eV/Å
* calculated total energy: -8370.6238 eV
* relative energy (zero: lowest compared OMol25 entry of this formula, charge and spin): 61.3 kcal/mol
* E_LUMO: 0.669 eV

***

- calculated total energy of number 1 (C4H3ClN2O)?
  -21745.6975 eV

***

- Number 1 is which compound?
  C4H3ClN2O